Entry 1:
A cluster of 2 separate species, C2H7N2O2P in total in a non-equilibrium geometry, computed with ωB97M-V/def2-TZVPD.

## Properties
SMILES string ... NP(N)O.C=C=O
Orbital gap ... 9.188 eV
Energy above the lowest of the compared OMol25 structures with the same formula, charge and spin ... 278.7 kJ/mol
HOMO level ... -8.22 eV
LUMO energy ... 0.97 eV
F_max ... 5.34 eV/Å
Energy ... -681.71809 a.u.

```
14
C2H7N2O2P ωB97M-V/def2-TZVPD
N 2.04 -0.34 -0.16
P 0.42 -0.29 -0.72
N 0.10 -1.98 -0.75
O -0.12 0.12 0.82
H 2.28 0.58 0.08
H 2.67 -0.49 -1.03
H -0.88 -2.27 -0.28
H 0.19 -2.43 -1.64
H 0.50 -0.23 1.35
C -2.56 3.07 0.46
C -1.56 2.68 -0.21
O -0.63 2.44 -0.86
H -2.70 2.75 1.45
H -3.53 3.23 0.08
```


Entry 2:
A cluster of 2 separate species, C2H7N3 in total in a non-equilibrium geometry, computed with ωB97M-V/def2-TZVPD.

## Properties
Net charge ... +1
Orbital gap (spin up / spin down) ... 8.318 / 4.982 eV
Energy above the lowest of the compared OMol25 structures with the same formula, charge and spin ... 244.3 kJ/mol
HOMO level (spin up / spin down) ... -13.98 / -13.93 eV
LUMO energy (spin up / spin down) ... -5.66 / -8.95 eV
F_max ... 5.41 eV/Å
2S+1 ... 2
⟨S²⟩ ... 0.762
Energy ... -244.26365 a.u.

```
12
C2H7N3 ωB97M-V/def2-TZVPD
C 1.30 2.11 -0.54
N 0.70 1.28 -1.29
H 1.48 3.03 -1.02
H 1.79 2.06 0.38
H 0.26 0.43 -1.18
N -1.66 -1.16 -0.16
C -0.67 -1.41 0.87
N 0.37 -0.70 1.09
H -1.59 -0.40 -0.74
H -2.01 -1.93 -0.70
H -0.92 -2.29 1.38
H 0.95 -1.02 1.89
```


Entry 3:
The molecule C2H7N3O in a non-equilibrium geometry, computed with ωB97M-V/def2-TZVPD.

## Properties
SMILES string ... N/C=C(\N)NO
Orbital gap ... 7.935 eV
Energy above the lowest of the compared OMol25 structures with the same formula, charge and spin ... 382.2 kJ/mol
HOMO level ... -7.05 eV
LUMO energy ... 0.89 eV
F_max ... 3.04 eV/Å
Energy ... -319.80421 a.u.

```
13
C2H7N3O ωB97M-V/def2-TZVPD
N -2.13 0.19 0.04
C -0.80 0.70 0.07
C 0.28 -0.16 0.06
N 0.27 -1.53 -0.06
N 1.40 0.46 0.58
O 2.61 0.20 -0.16
H -2.27 -0.49 0.78
H -2.83 0.91 0.09
H -0.69 1.68 -0.39
H -0.42 -1.91 -0.69
H 1.17 -1.97 0.12
H 0.94 1.48 0.64
H 2.47 0.46 -1.09
```


Entry 4:
The molecule C2H7N3O in a non-equilibrium geometry, computed with ωB97M-V/def2-TZVPD.

## Properties
SMILES string ... [H]/N=C(/NN)OC
Orbital gap ... 9.923 eV
Energy above the lowest of the compared OMol25 structures with the same formula, charge and spin ... 322.0 kJ/mol
HOMO level ... -8.99 eV
LUMO energy ... 0.93 eV
F_max ... 3.19 eV/Å
Energy ... -319.82715 a.u.

```
13
C2H7N3O ωB97M-V/def2-TZVPD
H -1.59 -0.50 -1.57
N -0.88 -1.07 -1.13
C -0.10 -0.41 -0.37
N 1.02 -0.94 0.26
N 1.40 -0.28 1.49
O -0.04 0.95 -0.23
C -1.39 1.54 -0.32
H 1.15 -1.98 0.21
H 1.31 -1.02 2.27
H 2.41 -0.07 1.52
H -1.23 2.40 0.54
H -1.54 2.00 -1.40
H -2.16 0.79 0.16
```


Entry 5:
The molecule C2H7N3O in a non-equilibrium geometry, computed with ωB97M-V/def2-TZVPD.

## Properties
SMILES string ... C/C(=N/O)NN
Orbital gap ... 8.758 eV
Energy above the lowest of the compared OMol25 structures with the same formula, charge and spin ... 510.4 kJ/mol
HOMO level ... -8.26 eV
LUMO energy ... 0.50 eV
F_max ... 4.80 eV/Å
Energy ... -319.75537 a.u.

```
13
C2H7N3O ωB97M-V/def2-TZVPD
C 1.72 0.63 0.86
C 0.51 0.25 0.06
N 0.77 -0.43 -1.00
O -0.26 -0.91 -1.63
N -0.74 0.74 0.56
N -1.68 -0.33 0.67
H 2.72 0.65 0.32
H 1.68 1.72 1.44
H 1.86 0.11 1.76
H -1.03 -0.98 -0.90
H -0.57 1.51 1.34
H -1.69 -0.80 1.70
H -2.70 -0.02 0.28
```


Entry 6:
A cluster of 2 separate species, C2H7N3O in total in a non-equilibrium geometry, computed with ωB97M-V/def2-TZVPD.

## Properties
Net charge ... +1
Orbital gap (spin up / spin down) ... 9.058 / 5.884 eV
Energy above the lowest of the compared OMol25 structures with the same formula, charge and spin ... 138.8 kJ/mol
HOMO level (spin up / spin down) ... -14.18 / -14.04 eV
LUMO energy (spin up / spin down) ... -5.12 / -8.16 eV
F_max ... 6.50 eV/Å
2S+1 ... 2
⟨S²⟩ ... 0.758
Energy ... -319.55071 a.u.

```
13
C2H7N3O ωB97M-V/def2-TZVPD
N 1.13 1.35 0.51
C -0.07 1.99 0.21
N -1.21 1.37 -0.01
H 1.97 2.01 0.58
H 1.37 0.31 0.50
H -0.04 3.05 0.40
H -1.79 1.59 0.76
C 0.09 -1.92 -0.08
N -1.10 -1.45 -0.41
O 1.17 -1.32 -0.34
H 0.22 -3.17 0.07
H -1.05 -0.45 -0.67
H -1.87 -2.10 -0.33
```


Entry 7:
A cluster of 2 separate species, C2H7N3O2 in total in a non-equilibrium geometry, computed with ωB97M-V/def2-TZVPD.

## Properties
SMILES string ... CN(O)O.N=C=N
Orbital gap ... 9.757 eV
Energy above the lowest of the compared OMol25 structures with the same formula, charge and spin ... 562.5 kJ/mol
HOMO level ... -9.02 eV
LUMO energy ... 0.74 eV
F_max ... 3.16 eV/Å
Energy ... -394.99076 a.u.

```
14
C2H7N3O2 ωB97M-V/def2-TZVPD
C -1.15 -0.15 1.02
N -0.82 0.35 -0.40
O -0.77 -0.73 -1.22
O -1.87 1.22 -0.71
H -2.19 -0.42 1.19
H -0.83 0.71 1.65
H -0.42 -0.93 1.03
H -0.02 -0.55 -1.86
H -2.75 0.73 -0.78
N 1.72 -1.04 -0.63
C 2.09 0.00 -0.17
N 2.13 0.91 0.60
H 2.20 -1.86 -0.31
H 2.69 1.75 0.57
```


Entry 8:
A cluster of 2 separate species, C2H7N3O2 in total in a non-equilibrium geometry, computed with ωB97M-V/def2-TZVPD.

## Properties
Orbital gap (spin up / spin down) ... 7.487 / 9.089 eV
Energy above the lowest of the compared OMol25 structures with the same formula, charge and spin ... 889.3 kJ/mol
HOMO level (spin up / spin down) ... -9.02 / -9.15 eV
LUMO energy (spin up / spin down) ... -1.53 / -0.06 eV
F_max ... 5.03 eV/Å
Energy ... -394.86629 a.u.

```
14
C2H7N3O2 ωB97M-V/def2-TZVPD
C -1.71 -0.83 -0.24
C 0.40 2.20 0.80
N -0.39 -1.20 -0.22
N 0.49 -0.43 -0.89
N 1.80 -0.60 -0.62
O 2.56 0.24 -1.00
O 2.09 -1.71 -0.12
H -2.05 -0.47 0.83
H -1.73 -0.05 -0.95
H -2.37 -1.75 -0.52
H -0.51 2.18 1.52
H 1.42 2.03 1.02
H 0.05 2.07 -0.23
H -0.04 -1.68 0.62
```


Entry 9:
The molecule C2H7N3O2 in a non-equilibrium geometry, computed with ωB97M-V/def2-TZVPD.

## Properties
SMILES string ... CNN(C)[N+](=O)[O-]
Orbital gap ... 10.545 eV
Energy above the lowest of the compared OMol25 structures with the same formula, charge and spin ... 681.8 kJ/mol
HOMO level ... -9.90 eV
LUMO energy ... 0.64 eV
F_max ... 5.43 eV/Å
Energy ... -394.94533 a.u.

```
14
C2H7N3O2 ωB97M-V/def2-TZVPD
C 0.02 0.79 1.26
N -1.01 0.16 0.48
N -0.43 0.14 -1.04
C 0.19 -1.10 -1.36
N -1.07 0.91 -1.94
O -0.68 0.73 -3.08
O -1.78 1.80 -1.52
H 0.41 1.69 0.88
H -0.33 0.89 2.34
H 0.79 0.02 1.30
H -1.77 0.95 0.33
H 1.29 -0.83 -1.51
H -0.10 -1.54 -0.39
H -0.25 -1.35 -2.36
```


Entry 10:
The molecule C2H7N3O2 in a non-equilibrium geometry, computed with ωB97M-V/def2-TZVPD.

## Properties
SMILES string ... [H]/N=C(\NO)NOC
Orbital gap ... 9.465 eV
Energy above the lowest of the compared OMol25 structures with the same formula, charge and spin ... 577.1 kJ/mol
HOMO level ... -8.63 eV
LUMO energy ... 0.84 eV
F_max ... 4.53 eV/Å
Energy ... -394.98520 a.u.

```
14
C2H7N3O2 ωB97M-V/def2-TZVPD
H -2.95 -0.87 0.25
N -1.95 -1.23 -0.01
C -1.10 -0.36 -0.25
N -1.18 0.99 0.27
O -0.57 1.96 -0.49
N 0.09 -0.74 -0.93
O 1.24 0.08 -0.78
C 1.84 -0.16 0.53
H -2.14 1.34 0.43
H 0.44 1.57 -0.72
H 0.14 -1.74 -0.88
H 2.08 -1.30 0.65
H 1.21 0.14 1.32
H 2.87 0.32 0.61
```


Entry 11:
A cluster of 2 separate species, C2H7N3O2 in total in a non-equilibrium geometry, computed with ωB97M-V/def2-TZVPD.

## Properties
SMILES string ... [H]/N=N\C.NC(=O)O
Orbital gap (spin up / spin down) ... 9.142 / 9.142 eV
Energy above the lowest of the compared OMol25 structures with the same formula, charge and spin ... 433.5 kJ/mol
HOMO level (spin up / spin down) ... -9.11 / -9.11 eV
LUMO energy (spin up / spin down) ... 0.04 / 0.03 eV
F_max ... 7.78 eV/Å
Energy ... -395.03990 a.u.

```
14
C2H7N3O2 ωB97M-V/def2-TZVPD
H -2.08 -0.02 0.36
N -1.41 -0.50 -0.28
N -0.55 0.30 -0.81
C -0.68 1.72 -0.57
H -1.52 2.11 -1.16
H 0.21 2.23 -0.93
H -0.91 1.95 0.48
N 0.89 -1.98 -0.15
C 0.74 -0.78 0.51
O -0.20 -0.68 1.43
O 1.95 -0.25 0.81
H 0.01 -2.29 -0.55
H 1.70 -2.09 -0.74
H 1.84 0.29 1.61
```


Entry 12:
A cluster of 2 separate species, C2H7N3O2 in total in a non-equilibrium geometry, computed with ωB97M-V/def2-TZVPD.

## Properties
SMILES string ... [H]/N=N\O.C=NOC
Orbital gap ... 10.465 eV
Energy above the lowest of the compared OMol25 structures with the same formula, charge and spin ... 635.8 kJ/mol
HOMO level ... -9.52 eV
LUMO energy ... 0.95 eV
F_max ... 5.42 eV/Å
Energy ... -394.96283 a.u.

```
14
C2H7N3O2 ωB97M-V/def2-TZVPD
H 2.74 -0.12 -2.66
N 1.81 -0.63 -2.66
N 1.24 -0.36 -1.65
O 1.93 0.48 -0.84
H 1.41 0.58 0.06
C -1.20 -1.10 -0.65
N -1.33 0.01 0.03
O -0.44 0.05 1.06
C -0.91 0.91 2.09
H -1.59 -1.26 -1.57
H -0.33 -1.80 -0.42
H -1.84 1.43 1.76
H -0.17 1.54 2.47
H -1.31 0.27 2.95
```